Entry from the Open Molecules 2025 dataset: a molecular structure, C4H9NO4S (the ωB97M-V functional and the def2-TZVPD basis).

Calculated values
Kohn-Sham gap (alpha / beta)   6.253 / 6.672 eV
Energy above the lowest of the compared OMol25 structures with the same formula, charge and spin   39.3 kcal per mole
Multiplicity   3
<S²>   2.01
Energy   -24802.441 eV

```
19
Properties=species:S:1:pos:R:3:mulliken_charge:R:1
C 2.63635 -0.13276 1.49960 0.895
C -3.45589 0.26935 -1.14629 -1.017
C -2.42988 -0.54970 -0.41449 -0.318
C 3.43556 -0.29538 0.20734 -0.624
N 3.06291 0.21043 -0.91381 -0.279
O 1.83616 -0.77349 2.04846 -0.600
O 3.25674 0.96286 1.51401 -0.293
O -1.13098 -0.54963 1.91442 -0.520
O -0.08867 0.80387 -0.01171 -0.522
S -1.36469 0.58319 0.65542 0.503
H -3.05405 0.97252 -2.03787 0.258
H -4.29388 -0.30630 -1.57806 0.319
H -3.92355 1.06276 -0.50735 0.306
H -1.73886 -0.90412 -1.25202 0.229
H -2.86266 -1.23872 0.29240 0.361
H 4.37761 -0.69200 0.23050 0.446
H -0.11845 -0.56291 2.20355 0.412
H 2.10720 0.58593 -1.10658 0.226
H 3.74903 0.55410 -1.59751 0.219
```

Entry from the Open Molecules 2025 dataset: a molecular structure, C31H35BrCl3N3O2PReSSi (the ωB97M-V functional and the def2-TZVPD basis).

Calculated values
Kohn-Sham gap (alpha / beta)   7.286 / 6.248 eV
Energy above the lowest of the compared OMol25 structures with the same formula, charge and spin   12.4 kcal per mole
Multiplicity   4
<S²>   3.78
Charge   +1
Energy   -179023.632 eV

```
79
Properties=species:S:1:pos:R:3:mulliken_charge:R:1
Re 0.02155 -1.26173 0.47422 1.998
O -3.98612 -1.71354 1.43704 -0.678
C -3.02817 -1.97593 0.74063 0.352
O -1.91184 -1.33733 0.83307 -0.206
C -3.12135 -3.06381 -0.30045 0.085
C -4.38154 -3.64819 -0.41101 -0.965
C -4.62543 -4.66755 -1.30855 -0.628
C -3.59483 -5.12410 -2.11778 -0.672
C -2.34363 -4.55290 -2.03136 -1.148
C -2.08192 -3.51682 -1.12289 1.411
S -0.42937 -2.95424 -1.19846 -0.278
H -5.16148 -3.27481 0.23676 0.518
H -5.61041 -5.10259 -1.37168 0.420
H -3.76796 -5.92968 -2.81396 0.409
H -1.53782 -4.89651 -2.66338 0.508
Cl 2.06132 -4.18367 2.00935 -0.290
Si 0.36550 -3.02993 2.18856 0.672
Cl -1.17793 -4.38716 2.19158 -0.228
Cl 0.41660 -2.34659 4.13104 -0.292
C 0.56804 -1.28904 -4.35943 -1.468
C 1.06225 -0.44491 -3.18773 1.084
N 0.36921 0.82476 -3.08511 0.389
C 0.75107 1.82170 -4.06881 -0.900
C 1.80682 2.78208 -3.51724 -0.934
C -0.51503 1.10373 -2.11423 1.011
C -1.40281 2.30731 -2.32271 -1.944
N -0.65665 0.39419 -1.03847 -0.234
H 1.06821 -2.25320 -4.33535 0.420
H 0.77540 -0.83237 -5.32435 0.445
H -0.50099 -1.46212 -4.27375 0.325
H 2.13605 -0.25580 -3.28066 0.219
H 0.87935 -1.01227 -2.28041 -1.171
H -0.12116 2.37908 -4.41157 0.553
H 1.16756 1.29966 -4.92959 0.355
H 1.47704 3.25437 -2.59205 0.162
H 2.00110 3.55946 -4.25116 0.444
H 2.73583 2.25274 -3.31926 0.260
H -1.93999 2.21255 -3.26678 0.401
H -0.82624 3.22933 -2.34073 0.328
H -2.13637 2.37926 -1.52200 0.527
H -1.44009 0.72944 -0.48455 -0.193
Br 6.44303 -0.52347 -1.69398 -0.089
C 4.66701 -0.74178 -1.09742 -0.350
C 3.86179 0.36461 -0.83650 -0.644
C 2.58073 0.16079 -0.37716 -0.031
N 2.04897 -1.05743 -0.15824 0.822
C 2.82092 -2.11826 -0.46069 -0.447
C 4.11590 -2.00684 -0.91916 -0.997
H 4.23069 1.36649 -0.98832 0.619
H 1.94013 1.01243 -0.18854 0.130
H 2.37642 -3.09334 -0.32315 0.590
H 4.68520 -2.89772 -1.12682 0.497
C 2.17856 0.35672 3.01013 -1.536
P 0.54689 0.53596 2.20328 0.668
C 0.54195 2.24834 1.57926 0.392
C -0.69776 2.81500 1.28958 -0.800
C -0.78323 4.12550 0.86041 -0.757
C 0.36905 4.88480 0.72066 -0.642
C 1.60525 4.32504 0.99688 -0.814
C 1.69705 3.00966 1.42062 -0.127
C -0.62216 0.71076 3.58806 0.743
C -1.82208 0.01272 3.61351 0.019
C -2.70499 0.17969 4.66475 -0.699
C -2.39294 1.04645 5.69649 -0.544
C -1.20507 1.76138 5.66721 -0.765
C -0.32116 1.60464 4.61478 -0.662
H 2.39502 1.24017 3.60867 0.569
H 2.96004 0.20487 2.26620 0.364
H 2.14207 -0.51434 3.65983 0.408
H -1.59257 2.22528 1.43857 0.416
H -1.74669 4.56359 0.65148 0.522
H 0.30247 5.91579 0.41259 0.440
H 2.50418 4.91500 0.89778 0.478
H 2.66542 2.58932 1.64941 0.416
H -2.07448 -0.65971 2.80690 0.120
H -3.63267 -0.37294 4.67356 0.509
H -3.07403 1.16956 6.52429 0.414
H -0.96435 2.44344 6.46978 0.426
H 0.59163 2.18492 4.58854 0.276
```

Entry from the Open Molecules 2025 dataset: 3 unconnected molecules or ions with the total composition C4H12O2 (the ωB97M-V functional and the def2-TZVPD basis).

Calculated values
Kohn-Sham gap   9.393 eV
Energy above the lowest of the compared OMol25 structures with the same formula, charge and spin   26.6 kcal per mole
SMILES   C=C(C)C.O.O
Multiplicity   1
Energy   -8436.359 eV

```
18
Properties=species:S:1:pos:R:3:mulliken_charge:R:1
C 1.13475 -0.36959 1.06127 -0.904
C 0.29274 -0.26981 0.04197 1.076
C 0.13054 1.07930 -0.57788 -1.488
C -0.35644 -1.45762 -0.61465 -1.253
H 1.46996 -1.38300 1.31872 0.232
H 1.76999 0.32613 1.58630 0.332
H -0.80549 1.53175 -0.22179 0.304
H 0.08771 1.12536 -1.67655 0.378
H 0.93094 1.79949 -0.40930 0.352
H -0.98793 -1.15505 -1.44044 0.364
H -0.96132 -1.95208 0.14020 0.307
H 0.37015 -2.21930 -0.91004 0.309
O 3.15330 -0.61669 -1.15196 -0.605
H 3.18210 0.08013 -1.79998 0.293
H 2.98362 -1.43290 -1.60273 0.303
O -3.95567 1.51712 1.44938 -0.627
H -4.21250 1.15600 2.28409 0.310
H -4.24337 0.88273 0.78411 0.317
```

Entry from the Open Molecules 2025 dataset: 21 unconnected molecules or ions with the total composition C63H126O21 (the ωB97M-V functional and the def2-TZVPD basis).

Calculated values
Kohn-Sham gap   8.761 eV
Energy above the lowest of the compared OMol25 structures with the same formula, charge and spin   0.9 kcal per mole
Multiplicity   1
Energy   -110369.594 eV

```
210
Properties=species:S:1:pos:R:3:mulliken_charge:R:1
C 16.82922 14.13882 23.99760 -0.724
C 17.93062 13.88516 23.00638 0.558
O 19.09454 13.72880 23.36594 -0.610
C 17.46806 13.84888 21.53028 -0.141
H 17.04757 13.88782 25.03558 0.376
H 15.96716 13.52496 23.73656 0.289
H 16.47744 15.16624 23.90400 -0.070
H 18.30194 13.40626 20.98546 0.213
H 17.23738 14.85394 21.17712 -0.183
H 16.54550 13.27230 21.46268 0.284
C 13.53754 20.34212 19.75838 -0.229
C 14.44422 21.17970 18.88966 0.854
O 15.63344 21.12482 18.94720 -0.252
C 13.76458 22.19264 17.93574 -1.011
H 12.66188 19.91660 19.26824 0.145
H 13.15300 20.93543 20.58796 0.582
H 14.14208 19.53638 20.17481 -0.752
H 12.79304 22.43570 18.36600 0.502
H 13.61776 21.81306 16.92458 -0.186
H 14.45060 23.03780 17.87920 0.357
C 17.88078 22.36092 16.79815 -0.727
C 17.62426 21.55958 15.55640 0.457
O 18.42710 21.35934 14.69548 -0.567
C 16.20688 21.05780 15.39236 0.823
H 18.19743 21.66380 17.57392 -0.002
H 16.93820 22.74750 17.18568 0.086
H 18.70032 23.07692 16.73654 0.395
H 16.09964 20.41110 14.52152 -0.917
H 15.47952 21.86510 15.30670 0.670
H 15.87254 20.45704 16.23816 -0.385
C 10.86214 12.74388 14.96072 -0.030
C 11.20036 13.89156 15.84976 0.400
O 11.33058 13.71214 17.03654 -0.171
C 11.15156 15.30500 15.28608 0.137
H 9.81073 12.75352 14.67342 0.546
H 11.08582 11.86234 15.56152 -0.735
H 11.51166 12.59470 14.09818 -0.139
H 10.32839 15.47336 14.59172 0.658
H 12.04634 15.38446 14.66872 -0.320
H 11.11464 16.04050 16.08968 -0.171
C 13.42966 14.72012 20.03214 1.302
C 13.44444 13.42650 20.81439 0.776
O 14.07788 13.36456 21.88220 -0.589
C 12.57066 12.31150 20.33206 -1.581
H 14.08696 15.49058 20.43518 -0.392
H 12.39982 15.07030 20.10227 -0.153
H 13.64500 14.58532 18.97216 -0.344
H 13.13970 11.41302 20.09322 0.396
H 11.84416 12.62338 19.58170 0.116
H 11.85576 12.05640 21.11434 0.558
C 11.76592 14.12506 11.65196 0.329
C 10.26132 14.10896 11.52112 0.439
O 9.58538 13.06990 11.44696 -0.612
C 9.47266 15.38914 11.47740 -1.059
H 12.09262 13.32010 10.99364 0.518
H 12.06096 13.85384 12.66562 -0.299
H 12.13538 15.11240 11.37492 -0.231
H 10.06768 16.26348 11.74120 0.135
H 8.60478 15.36690 12.13648 0.307
H 9.10082 15.55278 10.46594 0.357
C 14.01224 10.43550 15.29062 -0.635
C 14.62328 10.85662 16.62501 0.346
O 15.19082 9.99224 17.26102 -0.615
C 14.44224 12.28008 17.11614 1.774
H 13.84914 9.35944 15.23040 0.384
H 14.56740 10.80778 14.42964 0.131
H 13.04320 10.92678 15.20276 0.000
H 13.78918 12.78852 16.40686 -0.600
H 15.35922 12.86826 17.07988 -0.041
H 14.03524 12.29294 18.12722 -0.838
C 10.83126 10.48495 18.13580 -0.301
C 10.53292 9.28496 17.27626 0.635
O 11.28454 8.95513 16.39528 -0.514
C 9.30052 8.52200 17.46004 -1.280
H 11.61150 11.07152 17.65074 -0.416
H 11.08406 10.19255 19.15496 0.611
H 10.01808 11.20680 18.05979 0.301
H 9.19602 8.21855 18.50172 0.345
H 9.33630 7.69230 16.75406 0.347
H 8.44754 9.15564 17.21708 0.292
C 19.59759 9.98664 16.63526 -1.309
C 18.85826 11.25968 17.09620 0.828
O 18.70208 12.25756 16.34502 -0.481
C 18.11630 11.21320 18.44052 -0.797
H 20.04159 9.46207 17.48131 0.370
H 20.32580 10.18300 15.84834 0.355
H 18.88205 9.31738 16.15757 0.308
H 17.55535 12.14138 18.54968 -0.148
H 18.87248 11.16506 19.22408 0.536
H 17.44921 10.35118 18.43510 0.349
C 15.87756 20.50240 11.48922 0.098
C 16.69554 20.47246 10.18596 0.560
O 17.91120 20.36548 10.28510 -0.587
C 15.89840 20.58862 8.89938 -1.223
H 14.92780 21.02150 11.36040 0.512
H 16.48110 20.88696 12.31138 0.186
H 15.63260 19.47928 11.77432 -0.517
H 14.86432 20.87718 9.08788 0.299
H 15.94990 19.65142 8.34520 0.232
H 16.35822 21.42574 8.37414 0.405
C 18.97236 19.18226 20.15208 1.303
C 19.14284 20.65561 20.42054 0.577
O 19.91832 21.28234 19.71435 -0.634
C 18.34129 21.28742 21.53314 -0.740
H 18.00320 19.01663 19.68156 -0.583
H 18.89529 18.64732 21.09866 -0.979
H 19.66108 18.71538 19.44796 0.484
H 18.92666 22.15272 21.84412 0.415
H 18.22256 20.59884 22.36974 0.186
H 17.43908 21.61296 21.01532 -0.011
C 16.68766 13.29554 13.63314 -0.631
C 15.35318 13.67310 13.03690 0.706
O 14.33030 13.69078 13.72884 -0.035
C 15.31102 13.87534 11.52586 -0.728
H 16.64946 12.65048 14.51096 -0.080
H 17.30179 14.16892 13.85254 -0.212
H 17.30004 12.77504 12.89682 0.571
H 15.11606 12.92520 11.02852 0.302
H 16.25200 14.31908 11.20068 0.473
H 14.46622 14.54914 11.38300 -0.311
C 13.45806 17.41680 12.49758 0.733
C 13.78676 17.53216 11.02290 0.949
O 14.93340 17.26686 10.60316 -0.587
C 12.65380 18.02066 10.10640 -1.563
H 14.25644 16.98582 13.10168 -0.293
H 12.56344 16.83036 12.70704 -0.295
H 13.30752 18.42869 12.87378 -0.130
H 11.66368 17.76048 10.48070 0.293
H 12.78016 17.39204 9.22496 0.428
H 12.72030 19.06564 9.80362 0.313
C 15.49334 19.01397 22.89558 -0.835
C 16.51448 17.94118 22.61028 0.767
O 16.60231 17.34896 21.48024 -0.083
C 17.49736 17.63156 23.69350 -1.109
H 14.60066 18.54106 23.30494 0.183
H 15.21604 19.45065 21.93614 -0.130
H 15.89848 19.81251 23.51712 0.458
H 17.17044 17.60650 24.73302 0.412
H 18.23838 18.39969 23.47220 0.377
H 17.98646 16.68362 23.46928 -0.019
C 9.28210 18.77772 19.53896 -1.193
C 9.82296 17.45309 19.07992 0.791
O 10.95580 17.38084 18.63762 -0.227
C 8.97929 16.24618 19.36818 -0.796
H 8.66976 18.64906 20.43146 0.411
H 8.54564 19.23326 18.87698 0.340
H 10.11618 19.40780 19.84787 0.154
H 9.49682 15.34612 19.03631 -0.092
H 7.98960 16.34584 18.92246 0.431
H 8.89385 16.19516 20.45363 0.213
C 20.84622 14.79636 16.19522 -0.857
C 20.28558 15.38108 17.41753 0.513
O 20.99628 15.60290 18.40290 -0.577
C 18.84385 15.78208 17.35664 0.506
H 20.50428 15.32120 15.30320 0.133
H 20.50640 13.76870 16.06660 0.056
H 21.93088 14.89434 16.15033 0.357
H 18.62217 15.92210 18.41464 -0.212
H 18.21900 15.04088 16.85836 -0.040
H 18.70206 16.74226 16.86062 0.085
C 17.47862 18.14395 13.79466 0.558
C 18.13538 17.05644 12.96894 0.263
O 18.52804 16.02804 13.52198 -0.539
C 18.24510 17.25965 11.45964 -1.200
H 16.39594 18.14064 13.66866 -0.409
H 17.81902 19.11469 13.43420 0.508
H 17.72821 17.98446 14.84364 -0.229
H 18.77253 18.17242 11.18254 0.421
H 17.33920 17.34395 10.85936 0.061
H 18.79592 16.38310 11.11854 0.415
C 12.12734 16.27974 22.97964 -0.430
C 10.81522 15.52782 22.95302 0.611
O 10.63544 14.75734 22.00510 -0.469
C 9.73180 15.99642 23.83508 -1.494
H 12.97844 15.67648 22.66374 -0.015
H 12.34448 16.68348 23.96854 0.562
H 11.91330 17.15712 22.36930 0.119
H 10.10120 16.10270 24.85506 0.469
H 8.94732 15.25238 23.97332 0.372
H 9.33370 16.95510 23.50256 0.259
C 23.04188 17.62606 21.58272 -1.138
C 22.24858 16.36452 21.86080 0.546
O 22.83602 15.32414 22.13950 -0.605
C 20.69224 16.47740 21.94438 -0.048
H 22.58056 18.51584 22.01116 0.327
H 23.30096 17.70644 20.52700 0.254
H 23.96878 17.55636 22.15200 0.366
H 20.44622 15.63266 22.58782 0.148
H 20.10026 16.38100 21.03424 0.107
H 20.31173 17.40816 22.36508 0.019
C 15.18480 17.41316 18.46202 1.030
C 15.25742 17.06140 17.01814 -0.709
O 15.53930 17.88634 16.12830 0.043
C 15.11988 15.57392 16.65504 0.495
H 14.14614 17.45604 18.78982 -0.179
H 15.63308 18.39722 18.59898 -0.534
H 15.63408 16.65588 19.10448 -0.045
H 14.07926 15.24970 16.64786 -0.199
H 15.68494 15.05812 17.43141 0.392
H 15.53396 15.37944 15.66568 -0.159
C 12.20912 18.86022 15.28578 0.721
C 11.76088 20.28292 15.00864 0.501
O 11.20680 20.98020 15.84164 -0.613
C 12.03584 20.74836 13.59966 -0.885
H 11.82232 18.59900 16.27078 -0.260
H 13.29780 18.87332 15.33766 -0.222
H 11.78272 18.17300 14.55502 0.223
H 13.08936 21.01152 13.50492 0.020
H 11.44404 21.64124 13.39796 0.464
H 11.90044 19.92206 12.90182 0.281
```